C21H53N2O6 | wB97M-V/def2-TZVPD

```
! RIJCOSX wB97M-V def2-TZVPD def2/J DEFGRID3
* xyz 1 1
C -4.92 1.16 -0.26
C -5.74 -0.06 0.04
C -6.80 -0.42 -0.98
N -5.55 -0.84 1.04
C -5.16 -0.28 2.33
C -6.38 -0.42 3.22
N -6.72 -1.85 3.53
C -5.53 -2.76 3.55
C -4.29 -2.01 4.00
C -3.91 -1.05 2.87
C -2.75 -0.11 3.25
C -1.69 0.05 2.15
C -0.40 0.63 2.76
O -1.34 -1.19 1.55
H -4.33 0.97 -1.16
H -5.52 2.04 -0.47
H -4.22 1.41 0.54
H -6.44 -1.29 -1.54
H -7.00 0.40 -1.66
H -7.67 -0.74 -0.43
H -4.92 0.79 2.32
H -7.24 0.01 2.71
H -6.28 0.14 4.15
H -7.18 -1.90 4.44
H -7.38 -2.19 2.83
H -5.72 -3.63 4.18
H -5.37 -3.10 2.53
H -3.50 -2.76 4.07
H -4.42 -1.50 4.96
H -3.59 -1.70 2.06
H -3.13 0.88 3.48
H -2.26 -0.49 4.15
H -2.05 0.74 1.38
H 0.27 -0.19 3.00
H -0.66 1.22 3.64
H 0.04 1.29 2.01
H -2.01 -1.36 0.87
C -2.39 -3.55 -2.69
C -1.93 -3.36 -1.26
O -2.92 -2.66 -0.49
H -2.59 -2.59 -3.16
H -1.63 -4.07 -3.28
H -3.31 -4.14 -2.73
H -1.03 -2.76 -1.22
H -1.72 -4.32 -0.79
H -3.73 -3.18 -0.50
C -1.15 4.47 -1.92
C -2.39 3.65 -1.67
O -2.33 2.40 -2.36
H -1.04 4.66 -2.99
H -1.20 5.43 -1.41
H -0.26 3.94 -1.59
H -3.28 4.17 -2.02
H -2.51 3.46 -0.59
H -1.55 1.93 -2.04
C 3.68 0.25 0.82
C 3.63 1.76 0.96
O 2.68 2.32 0.06
H 3.95 -0.03 -0.20
H 4.42 -0.19 1.50
H 2.70 -0.19 1.03
H 4.60 2.20 0.73
H 3.36 2.04 1.99
H 1.83 1.94 0.27
C 7.94 1.04 -1.70
C 7.76 0.27 -0.41
O 6.66 -0.64 -0.49
H 7.03 1.60 -1.94
H 8.77 1.75 -1.62
H 8.13 0.36 -2.53
H 7.54 0.95 0.42
H 8.67 -0.28 -0.17
H 6.85 -1.25 -1.20
C 11.19 0.92 -5.28
C 10.99 0.15 -3.99
O 9.89 -0.75 -4.09
H 10.29 1.48 -5.53
H 12.02 1.62 -5.20
H 11.39 0.24 -6.11
H 10.77 0.83 -3.16
H 11.90 -0.41 -3.73
H 10.08 -1.36 -4.81
*
```

The calculation puts the HOMO-LUMO gap at 8.4 eV. For the LUMO energy, the calculation gives -0.105 Eh.

---

C21H54N22O18 | wB97M-V/def2-TZVPD

```
! RIJCOSX wB97M-V def2-TZVPD def2/J DEFGRID3
* xyz -3 2
C 0.18 -0.04 0.41
C 0.01 1.06 1.24
C 0.80 2.27 1.00
O 0.55 3.39 1.63
C 1.81 2.34 0.14
C 1.99 1.27 -0.82
C 1.26 -0.08 -0.58
O 1.62 -1.13 -1.07
O 2.94 1.26 -1.57
O -0.92 0.84 2.15
H -0.27 -1.01 0.54
H 2.51 3.16 0.08
C -4.74 -5.22 -4.99
C -4.74 -4.40 -3.69
O -3.56 -4.63 -3.06
C -2.98 -3.67 -2.37
O -3.35 -2.50 -2.30
O -1.86 -4.16 -1.87
C -0.92 -3.35 -1.12
H -4.99 -6.27 -4.85
H -3.75 -5.30 -5.44
H -5.47 -4.84 -5.70
H -5.57 -4.89 -3.18
H -4.92 -3.36 -3.95
H -0.42 -4.00 -0.39
H -1.47 -2.67 -0.47
H -0.16 -2.88 -1.74
C -2.59 2.63 5.11
O -2.94 3.28 6.07
N -2.74 3.02 3.86
N -1.94 1.57 5.10
H -2.93 4.01 3.82
H -2.28 2.53 3.11
H -1.79 1.17 4.18
H -1.61 1.16 5.96
C -1.81 6.15 3.51
O -2.92 5.69 3.32
N -1.57 7.37 3.69
N -0.64 5.61 3.44
H -0.61 7.69 3.65
H -2.39 7.93 3.51
H -0.55 4.66 3.10
H 0.13 6.24 3.64
C 2.07 -0.37 4.92
O 2.31 -0.79 6.03
N 0.87 -0.40 4.43
N 2.83 0.04 4.00
H 0.53 0.14 3.64
H 0.19 -0.93 4.96
H 2.37 0.28 3.13
H 3.83 0.00 4.09
C -2.20 -2.93 2.69
O -2.89 -3.95 2.60
N -1.11 -2.70 3.43
N -2.48 -1.89 1.89
H -0.79 -3.45 4.03
H -0.56 -1.89 3.16
H -3.33 -1.97 1.34
H -2.05 -0.98 1.97
C -2.53 4.47 -1.12
O -3.55 4.63 -1.65
N -1.48 3.87 -1.62
N -2.33 4.81 0.04
H -0.70 3.54 -1.06
H -1.65 3.37 -2.48
H -3.19 4.95 0.55
H -1.42 4.98 0.42
C -0.53 -1.16 -4.52
O -1.04 -1.39 -5.57
N -0.50 -0.02 -3.94
N 0.33 -1.84 -3.91
H -1.10 0.76 -4.20
H -0.26 -0.17 -2.97
H 0.87 -1.36 -3.20
H 0.52 -2.79 -4.21
C 5.94 2.02 -2.44
O 6.98 2.34 -3.00
N 5.58 0.79 -2.32
N 5.21 2.80 -1.73
H 4.59 0.74 -2.12
H 6.09 0.07 -2.82
H 5.53 3.68 -1.36
H 4.30 2.42 -1.49
C 2.69 0.12 -5.58
O 3.13 -0.40 -6.58
N 1.65 0.96 -5.58
N 3.03 -0.13 -4.40
H 1.42 1.22 -6.53
H 1.07 0.77 -4.77
H 3.69 -0.87 -4.17
H 2.67 0.40 -3.62
C -4.06 0.80 -0.13
O -5.20 0.86 -0.40
N -3.47 1.61 0.67
N -3.32 -0.09 -0.63
H -4.02 2.41 0.95
H -2.57 1.46 1.09
H -2.43 -0.13 -0.15
H -3.60 -0.81 -1.29
C 2.41 -3.98 3.08
O 3.46 -4.26 3.65
N 1.27 -4.49 3.43
N 2.16 -3.18 2.11
H 1.36 -5.20 4.14
H 0.45 -4.36 2.87
H 2.99 -2.75 1.73
H 1.37 -3.22 1.48
C 4.74 -2.61 -0.41
O 5.88 -3.05 -0.43
N 4.26 -1.66 0.34
N 3.90 -2.81 -1.35
H 4.80 -1.37 1.14
H 3.37 -1.22 0.17
H 2.99 -2.37 -1.32
H 4.27 -3.24 -2.19
*
```

The calculation puts the HOMO-LUMO gap (alpha / beta) at 3.8 / 5.5 eV. For the LUMO energy (alpha / beta), the calculation gives 0.187 / 0.187 Eh. Its expectation value of S² is 0.7771.

---

C21H54O18S5 | wB97M-V/def2-TZVPD

```
! RIJCOSX wB97M-V def2-TZVPD def2/J DEFGRID3
* xyz 0 1
O 2.25 0.78 3.47
S 2.69 0.37 2.18
O 3.96 -0.31 1.98
O 1.49 -0.55 1.47
C 0.24 -0.69 2.14
C 0.44 -1.73 3.28
C 2.68 1.73 0.96
H -0.40 -1.11 1.36
H -0.09 0.28 2.50
H 1.47 -1.91 3.60
H 0.29 -2.66 2.72
H -0.34 -1.77 4.03
H 3.07 1.40 0.00
H 3.42 2.44 1.32
H 1.67 2.04 0.72
O -3.66 -0.81 -4.39
S -3.77 0.43 -3.60
O -4.62 0.43 -2.40
O -2.27 1.06 -3.27
C -1.68 0.71 -2.06
C -1.18 -0.76 -2.05
C -4.38 1.80 -4.74
H -2.30 1.04 -1.23
H -0.79 1.31 -1.86
H -0.57 -0.90 -2.94
H -2.06 -1.37 -1.86
H -0.51 -0.79 -1.19
H -5.34 1.42 -5.08
H -3.77 1.92 -5.64
H -4.54 2.65 -4.08
O -0.35 5.14 -2.32
S 0.91 4.35 -2.56
O 1.65 3.94 -1.35
O 0.59 3.11 -3.54
C -0.31 3.33 -4.62
C -0.23 2.13 -5.50
C 2.13 5.26 -3.61
H -0.01 4.15 -5.28
H -1.33 3.55 -4.30
H -0.48 2.40 -6.53
H -0.95 1.35 -5.27
H 0.77 1.70 -5.48
H 3.04 4.69 -3.80
H 2.11 6.22 -3.10
H 1.63 5.42 -4.57
O 7.29 1.85 -1.98
S 6.55 1.05 -0.94
O 6.45 1.52 0.44
O 4.90 0.97 -1.40
C 4.73 0.55 -2.75
C 3.38 0.99 -3.40
C 7.04 -0.75 -1.00
H 4.73 -0.53 -2.89
H 5.40 1.01 -3.46
H 3.28 1.93 -2.85
H 2.52 0.34 -3.23
H 3.63 1.14 -4.45
H 6.30 -1.23 -0.36
H 8.06 -0.86 -0.65
H 6.82 -0.98 -2.04
O -0.41 8.29 1.03
S 0.72 7.41 0.67
O 1.35 7.47 -0.67
O 1.91 7.56 1.87
C 3.22 7.25 1.49
C 3.37 5.75 1.21
C 0.03 5.73 1.03
H 4.04 7.61 2.11
H 3.46 7.62 0.49
H 4.31 5.29 1.52
H 3.33 5.44 0.17
H 2.54 5.25 1.71
H -0.17 5.63 2.10
H 0.63 4.95 0.56
H -0.87 5.58 0.45
C -1.81 -4.47 4.07
O -2.15 -5.67 4.76
C -2.04 -6.81 3.90
C -3.22 -6.89 2.95
O -4.32 -7.31 3.72
C -5.47 -7.65 2.93
C -6.55 -8.36 3.85
O -6.12 -9.51 4.53
C -6.83 -9.74 5.82
H -1.64 -4.54 3.00
H -0.81 -4.20 4.43
H -2.52 -3.65 4.18
H -1.92 -7.69 4.53
H -1.13 -6.72 3.31
H -2.98 -7.63 2.18
H -3.34 -5.87 2.57
H -5.25 -8.34 2.12
H -5.82 -6.68 2.58
H -7.31 -8.71 3.15
H -6.73 -7.50 4.50
H -7.87 -9.43 5.80
H -6.47 -8.95 6.49
H -6.82 -10.72 6.31
*
```

The calculation puts the HOMO-LUMO gap at 9.6 eV. For the LUMO energy, the calculation gives 0.003 Eh. The SMILES is CCOS(C)(=O)=O.CCOS(C)(=O)=O.CCOS(C)(=O)=O.CCOS(C)(=O)=O.CCOS(C)(=O)=O.COCCOCCOC. The calculation puts the relative energy (zero: lowest compared OMol25 entry of this formula, charge and spin) at 97.9 kcal/mol.

---

C21H56CaO25PS7 | wB97M-V/def2-TZVPD

```
! RIJCOSX wB97M-V def2-TZVPD def2/J DEFGRID3
* xyz -1 1
Ca 0.38 -0.06 -0.69
P 2.17 0.02 -3.03
O 1.37 0.20 -4.37
O 2.11 0.85 -1.71
O 3.10 -1.20 -3.42
O 1.06 -1.09 -2.50
O 2.35 -1.00 0.56
S 3.65 -1.51 0.77
O 4.52 -0.97 1.78
O 3.35 -3.08 1.08
C 4.40 -3.86 1.66
C 3.82 -4.56 2.89
C 4.43 -1.61 -0.82
H 5.34 -3.33 1.84
H 4.59 -4.60 0.88
H 3.41 -3.82 3.57
H 4.50 -5.25 3.37
H 3.01 -5.18 2.51
H 3.96 -2.47 -1.29
H 5.49 -1.89 -0.73
H 4.26 -0.66 -1.33
O 1.58 2.00 0.60
S 2.62 2.91 0.95
O 2.42 4.32 1.07
O 3.17 2.28 2.33
C 3.73 3.15 3.34
C 4.97 3.88 2.90
C 3.96 2.55 -0.16
H 3.82 2.47 4.19
H 2.96 3.82 3.75
H 5.26 4.63 3.64
H 4.98 4.36 1.93
H 5.82 3.19 2.80
H 4.89 2.78 0.35
H 3.78 3.18 -1.02
H 3.94 1.52 -0.52
O -1.61 -0.69 -2.16
S -1.86 -0.89 -3.55
O -1.06 -1.76 -4.31
O -3.35 -1.51 -3.68
C -4.41 -0.98 -2.90
C -5.72 -1.42 -3.54
C -2.01 0.64 -4.43
H -4.45 0.11 -2.88
H -4.35 -1.37 -1.88
H -5.73 -2.47 -3.84
H -5.92 -0.82 -4.44
H -6.55 -1.25 -2.85
H -2.64 1.32 -3.86
H -2.56 0.39 -5.34
H -0.99 0.96 -4.65
O -1.93 0.64 0.25
S -3.15 1.34 0.01
O -3.58 1.78 -1.26
O -4.33 0.39 0.53
C -4.07 -0.43 1.68
C -5.44 -0.68 2.28
C -3.41 2.64 1.23
H -3.31 -0.16 2.41
H -3.72 -1.38 1.27
H -5.93 0.21 2.69
H -5.34 -1.33 3.15
H -6.17 -1.11 1.61
H -4.41 2.96 0.93
H -2.77 3.52 1.14
H -3.58 2.36 2.26
O -0.77 3.84 -0.55
S -0.55 3.19 -1.82
O -0.55 1.78 -1.88
O -1.58 3.77 -2.94
C -2.41 4.84 -2.48
C -3.22 5.33 -3.66
C 0.95 3.74 -2.57
H -1.76 5.63 -2.09
H -3.11 4.54 -1.70
H -3.70 4.47 -4.15
H -2.62 5.72 -4.48
H -4.06 5.94 -3.33
H 1.10 4.80 -2.36
H 0.97 3.47 -3.62
H 1.76 3.22 -2.06
O 0.06 -4.01 1.51
S -0.44 -3.60 0.23
O -0.28 -2.28 -0.27
O 0.11 -4.62 -0.86
C 1.47 -5.00 -0.80
C 1.57 -6.41 -1.34
C -2.13 -4.12 0.09
H 1.95 -4.94 0.17
H 2.14 -4.35 -1.38
H 0.82 -7.06 -0.86
H 2.52 -6.89 -1.11
H 1.40 -6.49 -2.42
H -2.74 -3.42 0.66
H -2.19 -5.15 0.45
H -2.43 -4.01 -0.95
O -1.48 -1.75 3.02
S -0.34 -0.88 3.03
O 0.08 -0.32 1.80
O -0.68 0.28 4.08
C 0.23 1.38 4.17
C -0.20 2.52 3.27
C 1.01 -1.71 3.85
H 1.28 1.11 4.04
H 0.19 1.73 5.21
H -1.23 2.86 3.43
H -0.24 2.19 2.23
H 0.48 3.36 3.36
H 0.94 -2.77 3.64
H 0.90 -1.61 4.93
H 1.91 -1.23 3.49
*
```

The calculation puts the HOMO-LUMO gap at 2.8 eV. For the LUMO energy, the calculation gives 0.066 Eh. The calculation puts the relative energy (zero: lowest compared OMol25 entry of this formula, charge and spin) at 0.0 kcal/mol.

---

Which F_max belongs to each record? In order, 1.87, 10.33, 4.02, 11.69 eV/A.